162
Properties=species:S:1:pos:R:3 method="wB97M-V/def2-TZVPD" spin_multiplicity=4 s2=3.754 charge=0 de_lowest_kcal_mol=0.0 homo_lumo_gap_ev="8.018 / 9.285" homo_ev="-8.3 / -9.6" energy_ha=-5327.87612
V 1.8488 -1.0533 1.9699
C 2.0716 0.4322 -1.9333
F 1.8476 0.3222 -3.2422
F 3.3439 0.1690 -1.6967
F 1.7938 1.6816 -1.5848
S 0.9464 -0.8739 -1.0988
O -0.1860 -1.0898 -1.9491
O 1.7859 -2.0195 -0.9499
N 0.6493 -0.1927 0.4752
S -0.6028 0.7856 0.3672
O -0.5067 1.7098 1.4839
O -0.8834 1.4105 -0.8911
C -2.0263 -0.3902 0.7732
F -2.3382 -0.2875 2.0543
F -3.0971 -0.0503 0.0496
F -1.7265 -1.6551 0.4839
O 1.1196 -2.9702 1.8998
H 0.3968 -2.9321 1.2626
C 0.6125 -4.8325 -2.5239
C 0.2852 -4.8481 -1.0408
O 1.4420 -4.9913 -0.2262
H 1.2720 -5.6229 -2.8756
H 0.9576 -3.8281 -2.7701
H -0.3297 -4.9614 -3.0647
H -0.4516 -5.6137 -0.7701
H -0.2469 -3.9121 -0.8209
H 1.3021 -4.4864 0.5974
C -1.2422 5.2188 0.3338
C -2.5393 4.4558 0.1364
O -3.4971 4.9587 1.0495
H -1.4514 6.2820 0.4815
H -0.5827 5.2203 -0.5378
H -0.7100 4.8312 1.2013
H -2.3315 3.4098 0.3888
H -2.9076 4.4289 -0.8943
H -4.1728 4.2585 1.1649
C 2.7189 -2.4006 -6.1671
C 2.8511 -0.8710 -6.2591
O 3.6305 -0.5060 -7.3983
H 2.1829 -2.7860 -7.0317
H 2.1766 -2.7249 -5.2774
H 3.7200 -2.8248 -6.0801
H 3.3042 -0.4818 -5.3458
H 1.8568 -0.4631 -6.4325
H 4.5348 -0.7680 -7.1934
C -3.8220 2.4453 3.2442
C -4.9983 1.9499 2.4181
O -5.4067 3.0090 1.5174
H -2.9679 2.8072 2.6754
H -3.4122 1.5979 3.8064
H -4.1868 3.1828 3.9569
H -5.8306 1.6776 3.0741
H -4.7527 1.0662 1.8201
H -6.0312 2.5792 0.9210
C 4.2662 -3.4163 -3.2619
C 4.5530 -4.2936 -2.0406
O 3.9691 -3.7118 -0.8933
H 4.7085 -3.8300 -4.1707
H 4.6520 -2.4022 -3.1456
H 3.1850 -3.3380 -3.3782
H 5.6378 -4.3526 -1.9170
H 4.2254 -5.3259 -2.1887
H 3.0184 -3.9201 -0.8778
C 1.6003 5.0095 -3.6926
C 2.8082 4.6465 -2.8306
O 3.8681 5.5817 -3.0379
H 0.7334 4.3915 -3.4412
H 1.8644 4.9114 -4.7412
H 1.2696 6.0168 -3.4273
H 3.2337 3.6989 -3.1661
H 2.5802 4.6043 -1.7609
H 3.6239 6.4319 -2.6596
C -3.0350 -5.5249 2.9374
C -1.8620 -4.9765 2.1615
O -1.1679 -4.0300 2.9925
H -3.8035 -4.7504 2.9654
H -2.7779 -5.7542 3.9734
H -3.4292 -6.4549 2.5301
H -2.2093 -4.4295 1.2775
H -1.1368 -5.7369 1.8592
H -0.3289 -3.7538 2.5548
C -1.6263 5.5109 4.0410
C -0.7406 4.2892 4.1967
O 0.3301 4.4844 5.1095
H -2.2786 5.7035 4.8939
H -2.2985 5.3351 3.1942
H -1.0500 6.4134 3.8325
H -0.4194 3.9642 3.1996
H -1.3696 3.4588 4.5357
H 1.1156 4.6935 4.5987
C -2.6237 0.9833 -3.8749
C -1.4487 1.3304 -4.7508
O -1.8190 1.2313 -6.1343
H -3.5011 1.5536 -4.1961
H -2.4728 1.2151 -2.8206
H -2.9095 -0.0675 -3.9170
H -0.6652 0.5830 -4.5691
H -0.9713 2.2833 -4.5076
H -1.1746 1.7673 -6.6070
C -0.3266 0.7109 5.6367
C -0.0531 0.7358 4.1367
O 0.2928 -0.5472 3.6192
H -1.0674 -0.0438 5.9056
H -0.6214 1.7096 5.9581
H 0.5452 0.4256 6.2340
H 0.7258 1.4648 3.9143
H -0.9481 1.1276 3.6503
H -0.4587 -1.1244 3.8877
C 3.8486 2.6508 0.8416
C 2.6116 2.2164 1.5935
O 2.8874 0.9977 2.3335
H 4.6624 2.9186 1.5193
H 3.6199 3.5700 0.2909
H 4.1783 1.9248 0.1028
H 1.7460 2.1049 0.9524
H 2.3120 2.9559 2.3417
H 3.5011 1.1871 3.0473
C 5.5057 2.6756 -3.6993
C 5.6974 3.6102 -2.5160
O 6.2182 2.7812 -1.4587
H 4.8376 1.8312 -3.5263
H 6.4718 2.2706 -3.9989
H 5.0702 3.2222 -4.5406
H 4.7687 4.0514 -2.1422
H 6.3649 4.4237 -2.8109
H 6.3352 3.3330 -0.6772
C -4.2573 -2.0826 -2.2708
C -3.7486 -3.5049 -2.4660
O -4.8051 -4.3847 -2.8122
H -5.1061 -1.9793 -1.5965
H -4.6612 -1.7902 -3.2481
H -3.4707 -1.3735 -2.0189
H -3.2823 -3.8069 -1.5178
H -2.9904 -3.5454 -3.2465
H -5.1615 -4.7852 -2.0160
C -3.4881 -0.4553 5.2944
C -2.9415 -1.8576 5.0539
O -1.7289 -1.7990 4.3431
H -3.4750 0.1303 4.3745
H -2.8908 0.0683 6.0442
H -4.4962 -0.4914 5.7097
H -3.6902 -2.4276 4.4977
H -2.8225 -2.3385 6.0297
H -1.5656 -2.6684 3.8993
C 5.9953 -0.7662 -0.0469
C 5.1577 -1.1940 1.1501
O 3.7905 -1.3713 0.7658
H 5.6234 0.1889 -0.4158
H 6.0614 -1.5145 -0.8337
H 7.0267 -0.5610 0.2567
H 5.1471 -0.4612 1.9601
H 5.5402 -2.1168 1.6009
H 3.7732 -2.1506 0.1712
C -4.9602 -2.1256 1.6565
C -6.1563 -2.6722 2.4007
O -6.4836 -3.9473 1.8685
H -4.6620 -1.1681 2.0836
H -5.1077 -1.9571 0.5920
H -4.1248 -2.8220 1.7629
H -7.0017 -1.9769 2.3422
H -5.9420 -2.7390 3.4728
H -7.3569 -4.2142 2.1669

161
Properties=species:S:1:pos:R:3 method="wB97M-V/def2-TZVPD" spin_multiplicity=1 charge=0 de_lowest_kcal_mol=156.1 homo_lumo_gap_ev=9.358 homo_ev=-9.4 energy_ha=-3399.60373
C 1.8045 0.9530 -6.2225
C 2.2018 2.3382 -5.7335
C 2.4297 2.4220 -4.1314
O 1.3015 1.9874 -3.2986
C 0.1564 2.7151 -3.4702
N 3.5410 2.5524 -6.3454
H 1.0515 0.6450 -5.4971
H 2.6406 0.2654 -6.0946
H 1.4669 0.8899 -7.2569
H 1.4056 3.0292 -6.0106
H 3.0736 3.1984 -3.7183
H 3.1939 1.6643 -3.9582
H -0.3567 2.2840 -4.3298
H 0.4755 3.6678 -3.8928
H -0.3369 2.9437 -2.5254
H 3.4511 2.5845 -7.3509
H 4.1808 1.7710 -6.3293
C 0.7828 -2.5045 -3.7772
C 0.7688 -3.7206 -4.7345
C 1.0449 -5.0709 -3.9580
O 2.3676 -5.1265 -3.4666
C 2.8463 -6.4007 -3.1313
N -0.5661 -3.7678 -5.2968
H 1.8189 -2.4371 -3.4454
H 0.2131 -2.6947 -2.8676
H 0.5622 -1.5346 -4.2228
H 1.5591 -3.6503 -5.4819
H 1.0867 -5.7652 -4.7973
H 0.2201 -5.3948 -3.3233
H 2.1913 -6.8428 -2.3805
H 3.7872 -6.3472 -2.5835
H 2.9839 -7.0562 -3.9912
H -0.5352 -3.0625 -6.0191
H -0.9400 -4.6324 -5.6612
C 6.3164 4.1702 4.6580
C 6.1104 2.8247 4.1405
C 4.5918 2.4486 4.0692
O 4.2416 1.4619 3.1272
C 2.8530 1.2825 2.9415
N 6.6277 2.8740 2.7791
H 5.9187 4.1736 5.6728
H 5.7794 4.9409 4.1050
H 7.3382 4.5032 4.8402
H 6.6050 2.0798 4.7639
H 4.0290 3.3814 4.0310
H 4.1890 2.0994 5.0200
H 2.5150 0.5060 2.2554
H 2.4398 2.2557 2.6763
H 2.5186 1.0964 3.9621
H 6.0816 3.5722 2.2949
H 6.2831 2.0042 2.3986
C -2.0701 -5.8948 -0.8799
C -1.8665 -4.3512 -0.4831
O -2.6890 -3.7089 -1.4132
O -1.0542 -6.5763 -0.1543
H -1.9511 -6.0859 -1.9464
H -3.0941 -6.1060 -0.5718
H -0.8412 -4.0263 -0.6602
H -2.1115 -4.1032 0.5497
H -2.0234 -3.6084 -2.0976
H -1.3096 -7.4862 -0.3228
C -0.7086 -1.1967 0.6422
C 0.0377 -0.2105 -0.1627
O -0.4555 -0.2238 -1.5470
O -1.8646 -0.4994 1.1355
H -0.2930 -1.6881 1.5219
H -1.1707 -1.9689 0.0271
H 1.0866 -0.5069 -0.1668
H 0.0085 0.8180 0.1971
H 0.0181 0.4322 -2.0637
H -2.3050 -0.2829 0.3104
C -4.6518 -2.0362 3.8113
C -4.1150 -2.7695 2.5576
O -5.0476 -2.6446 1.4627
O -4.0928 -0.8141 3.6187
H -4.5066 -2.3997 4.8287
H -5.7053 -1.8225 3.6310
H -4.0631 -3.8474 2.7107
H -3.0876 -2.5598 2.2600
H -4.8730 -1.7721 1.1022
H -3.2377 -0.7899 4.0545
C -7.0563 0.2230 0.5126
C -5.8626 0.2227 -0.5226
O -5.0489 -0.9337 -0.4956
O -8.1280 -0.5787 -0.0145
H -7.3789 1.2335 0.7636
H -6.8161 -0.0273 1.5459
H -5.3071 1.1118 -0.2244
H -6.2187 0.2718 -1.5517
H -5.2913 -1.5705 -1.1719
H -8.4420 -1.2172 0.6300
C 4.2777 0.2447 -1.4596
C 5.3274 0.8504 -0.5538
O 6.0567 1.8476 -1.2481
O 3.6369 -0.7879 -0.6669
H 4.6551 -0.1011 -2.4219
H 3.4048 0.8955 -1.5095
H 5.9980 0.1041 -0.1278
H 4.9169 1.3444 0.3269
H 6.6474 1.4399 -1.8856
H 3.9659 -1.6069 -1.0444
C 1.6064 -5.2071 2.4239
C 2.0360 -3.9990 1.5357
O 2.6881 -4.5622 0.4143
O 2.7092 -5.9333 2.9637
H 1.1079 -5.9664 1.8214
H 0.8195 -4.9554 3.1350
H 2.6726 -3.2915 2.0670
H 1.0457 -3.6096 1.2993
H 3.4028 -5.0364 0.8455
H 2.6109 -5.8317 3.9132
C -1.5435 3.6855 0.7246
C -1.1210 4.8235 -0.3128
O -1.8542 4.7023 -1.5539
O -2.8963 3.3179 0.4534
H -1.5856 4.1627 1.7036
H -0.7800 2.9107 0.6550
H -0.0454 4.8778 -0.4811
H -1.3448 5.7779 0.1639
H -2.8010 4.7108 -1.3957
H -3.1571 2.6695 1.1116
C -3.2625 0.7103 -2.7378
C -4.1579 1.8700 -3.4006
O -5.0233 1.4278 -4.4587
O -2.2681 0.2156 -3.6737
H -3.9056 -0.1075 -2.4126
H -2.8130 1.0683 -1.8116
H -3.5792 2.7329 -3.7301
H -4.8492 2.2679 -2.6576
H -4.6349 0.6010 -4.7540
H -1.9187 -0.5466 -3.2062
C 2.8083 3.9114 -0.4505
C 3.0708 4.7010 0.8251
O 2.0843 5.5648 1.1559
O 1.9999 2.8788 -0.2344
H 3.7031 3.6392 -1.0103
H 2.3963 4.5300 -1.2478
H 4.0808 5.1053 0.7586
H 3.3408 3.9285 1.5451
H 1.2398 5.1205 1.2613
H 1.2984 2.8595 -0.8895
C -4.8323 2.9708 4.3192
C -3.4281 2.3815 4.0167
O -3.4221 1.8487 2.6424
O -5.8945 2.1005 4.6367
H -5.2492 3.5006 3.4628
H -4.7415 3.7668 5.0583
H -3.2314 1.5996 4.7502
H -2.7026 3.1862 4.1366
H -3.1696 0.9286 2.7488
H -5.6094 1.4599 3.9810
C 0.0807 0.7492 5.1761
C -0.5053 -0.2891 4.1928
O -1.7081 -0.6830 4.7522
O 0.9301 -0.0126 6.0269
H -0.6164 1.2308 5.8618
H 0.6445 1.6269 4.8599
H 0.2670 -1.0396 4.0240
H -0.7479 0.1436 3.2223
H -1.5519 -1.1671 5.5663
H 0.6979 0.1599 6.9423

73
Properties=species:S:1:pos:R:3 method="wB97M-V/def2-TZVPD" spin_multiplicity=1 charge=-2 de_lowest_kcal_mol=24.1 homo_lumo_gap_ev=5.607 homo_ev=-1.6 energy_ha=-4938.58614
Sn 0.2007 0.2629 0.0608
S 1.7947 -0.9999 -2.1049
C 2.1001 0.6689 -2.3600
C 2.8719 1.3862 -1.4312
C 3.1362 2.7271 -1.5967
C 2.6398 3.4072 -2.6997
C 1.8703 2.7258 -3.6267
C 1.5933 1.3831 -3.4566
S 0.5649 0.5818 -4.6729
C -1.0541 0.6080 -3.7931
C -1.5685 -0.7643 -3.5534
C -2.3001 -1.4248 -4.5426
C -2.7766 -2.6962 -4.2821
C -2.4297 -3.3028 -3.0853
C -1.6472 -2.5909 -2.1772
C -1.0648 -3.3106 -1.0027
S -0.8890 -2.4024 0.5694
C -2.5558 -2.0918 1.1007
C -3.4957 -3.1056 1.0476
C -4.7620 -2.9323 1.5757
C -5.0889 -1.7205 2.1718
C -4.1577 -0.7107 2.2273
C -2.8603 -0.8657 1.7171
S -1.7501 0.4329 1.9546
N -1.2871 -1.3330 -2.3870
H 3.2978 0.8489 -0.5958
H 3.7282 3.2517 -0.8579
H 2.8417 4.4617 -2.8312
H 1.4677 3.2387 -4.4902
H -1.7387 1.1822 -4.4200
H -0.8756 1.1046 -2.8447
H -2.5020 -0.9361 -5.4861
H -3.3863 -3.2236 -5.0065
H -2.7235 -4.3221 -2.8717
H -0.0206 -3.5243 -1.2474
H -1.5914 -4.2466 -0.8195
H -3.2273 -4.0497 0.5948
H -5.4776 -3.7425 1.5380
H -6.0761 -1.5674 2.5917
H -4.3908 0.2413 2.6770
Cl -3.4547 3.4834 -2.4001
C -2.3649 4.0472 -1.1725
C -2.5029 5.3501 -0.7224
C -1.6635 5.8289 0.2544
Cl -1.8742 7.4638 0.8154
C -0.6570 5.0263 0.8134
C 0.2430 5.4487 1.8116
C 1.1871 4.5731 2.2773
C 1.2198 3.2666 1.7703
N 0.4053 2.8630 0.8286
C -0.5229 3.6916 0.3392
C -1.3884 3.1518 -0.6900
O -1.2655 1.9659 -1.1015
H -3.2672 5.9827 -1.1494
H 0.1713 6.4578 2.2007
H 1.8900 4.8806 3.0350
H 1.9230 2.5290 2.1363
O 4.8758 -0.9645 5.0655
S 4.8432 -1.2586 3.6470
O 6.1384 -1.2086 3.0027
N 3.7247 -0.3803 2.8641
C 2.7604 -1.1262 2.3808
O 1.7709 -0.7099 1.7546
C 2.9169 -2.5999 2.6763
C 2.0555 -3.6285 2.3326
C 2.3844 -4.9186 2.7281
C 3.5506 -5.1755 3.4356
C 4.4150 -4.1411 3.7730
C 4.0732 -2.8678 3.3841
H 1.1560 -3.4116 1.7780
H 1.7285 -5.7449 2.4866
H 3.7975 -6.1879 3.7312
H 5.3213 -4.3330 4.3284

76
Properties=species:S:1:pos:R:3 method="wB97M-V/def2-TZVPD" spin_multiplicity=1 charge=-1 de_lowest_kcal_mol=13.0 homo_lumo_gap_ev=5.969 homo_ev=-4.2 energy_ha=-3070.41551
Cs 0.6692 0.7431 -0.4564
C -0.1021 -0.5336 3.1078
N 0.4794 0.6855 2.5729
C -0.3146 1.8420 3.0060
C -0.1751 3.1030 2.1603
N -0.7729 2.9032 0.8541
C -0.7431 3.8929 -0.0334
C -1.1578 3.6190 -1.3734
F -1.5226 2.3420 -1.6861
C -1.2225 4.5449 -2.3856
F -1.6387 4.1713 -3.6055
C -0.8437 5.8571 -2.1631
F -0.8911 6.7757 -3.1492
C -0.4076 6.1892 -0.8937
F -0.0344 7.4528 -0.6405
C -0.3556 5.2555 0.1220
F 0.0609 5.7146 1.3287
C 1.8798 0.8348 2.9763
C 2.8361 -0.2583 2.4780
N 2.9351 -0.3707 1.0372
C 3.7992 0.3708 0.3596
C 4.7191 1.3709 0.8103
F 4.7926 1.6982 2.1291
C 5.5666 2.0812 -0.0172
F 6.3961 2.9896 0.5199
C 5.5762 1.8849 -1.3873
F 6.4133 2.5686 -2.1959
C 4.6878 0.9546 -1.8960
F 4.6593 0.7325 -3.2217
C 3.8446 0.2480 -1.0734
F 3.0145 -0.6482 -1.6874
H -0.0632 -0.5659 4.2115
H 0.4194 -1.4097 2.7224
H -1.1492 -0.6007 2.8116
H -0.0677 2.0916 4.0550
H -1.3622 1.5453 2.9860
H 0.8864 3.3871 2.0972
H -0.6431 3.9139 2.7353
H 1.9435 0.8757 4.0821
H 2.2358 1.7969 2.6024
H 2.4981 -1.2264 2.8610
H 3.7949 -0.0749 2.9720
F -8.5906 -3.1378 -2.0578
C -7.5316 -2.3745 -1.7066
C -7.5638 -1.7076 -0.4965
C -6.4685 -0.9318 -0.1437
C -5.3610 -0.8210 -0.9839
C -5.3753 -1.5112 -2.1933
C -6.4604 -2.2937 -2.5701
Sb -3.6305 0.3428 -0.4827
C -3.8272 -0.0477 1.6232
C -3.7539 -1.3688 2.0593
C -3.8674 -1.6950 3.4033
C -4.0530 -0.6715 4.3105
F -4.1634 -0.9784 5.6214
C -4.1339 0.6497 3.9243
C -4.0194 0.9515 2.5709
C -4.6259 2.2282 -0.5010
C -4.0407 3.3536 0.0730
C -4.6606 4.5954 0.0081
C -5.8678 4.6937 -0.6490
F -6.4761 5.8994 -0.7178
C -6.4772 3.6081 -1.2452
C -5.8456 2.3725 -1.1651
H -8.4293 -1.8037 0.1454
H -6.4786 -0.4077 0.8054
H -4.5242 -1.4468 -2.8628
H -6.4809 -2.8345 -3.5067
H -3.6150 -2.1724 1.3431
H -3.8106 -2.7175 3.7525
H -4.2734 1.4234 4.6675
H -4.0832 1.9884 2.2730
H -3.0781 3.2734 0.5647
H -4.2094 5.4774 0.4437
H -7.4203 3.7371 -1.7593
H -6.3161 1.5155 -1.6303